Here is a molecular structure, C22H27CoFN5O3S from the Open Molecules 2025 dataset. Energies are from the ωB97M-V functional and the def2-TZVPD basis.

Atoms and positions in Å:
Co1 2.290 0.087 -0.520
N1 4.172 0.622 -0.788
C1 5.401 -0.141 -0.446
C2 5.533 -0.374 1.045
C3 4.580 -1.415 1.634
C4 3.291 -0.888 2.237
N2 2.210 -0.395 1.309
H1 4.213 0.854 -1.782
H2 4.182 1.529 -0.317
H3 6.259 0.426 -0.810
H4 5.379 -1.087 -0.987
H5 5.438 0.579 1.576
H6 6.559 -0.700 1.218
H7 5.083 -1.908 2.469
H8 4.369 -2.204 0.910
H9 3.516 -0.071 2.922
H10 2.830 -1.687 2.820
H11 1.798 0.439 1.723
H12 1.484 -1.114 1.264
C5 -3.425 4.672 0.520
C6 -3.791 3.391 -0.204
C7 -5.000 2.707 0.410
C8 -5.415 1.518 -0.439
C9 -4.249 0.599 -0.676
C10 -4.455 -0.723 -0.997
C11 -3.373 -1.580 -1.185
F1 -3.614 -2.859 -1.496
C12 -2.084 -1.162 -1.045
C13 -1.843 0.179 -0.714
C14 -0.485 0.636 -0.532
O1 0.458 -0.236 -0.686
C15 -0.301 1.971 -0.191
C16 -1.411 2.798 -0.071
N3 -2.657 2.402 -0.240
C17 -2.921 1.064 -0.546
C18 1.027 2.627 0.014
O2 1.097 3.782 0.345
O3 2.104 1.882 -0.167
H13 -4.320 5.289 0.571
H14 -2.668 5.260 0.003
H15 -3.096 4.476 1.542
H16 -4.008 3.614 -1.253
H17 -5.812 3.430 0.471
H18 -4.763 2.397 1.431
H19 -5.799 1.869 -1.401
H20 -6.222 0.961 0.035
H21 -5.460 -1.114 -1.094
H22 -1.257 -1.839 -1.194
H23 -1.233 3.836 0.167
S1 2.742 -1.939 -1.408
C19 1.515 -2.996 -0.837
N4 1.136 -4.007 -1.662
C20 0.232 -4.943 -1.308
C21 -0.351 -4.856 -0.078
C22 0.045 -3.785 0.726
N5 0.949 -2.884 0.365
H24 1.566 -4.043 -2.580
H25 0.016 -5.711 -2.037
H26 -1.082 -5.579 0.250
H27 -0.386 -3.657 1.713

## Properties
Frontier orbital gap (alpha / beta), Eh: 0.263 / 0.263
Electronic energy, Eh: -3234.44983
HOMO level (alpha / beta), hartree: -0.52188 / -0.52188
Energy above the lowest of the compared OMol25 structures with the same formula, charge and spin, kJ/mol: 0.0
Total charge: +2